1.
Molecular formula: C5H8O2
Method: DFT, wB97M-V/def2-TZVPD

Geometry (Å):
C: 1.703 -0.576 0.377
C: 0.450 0.279 0.350
C: 0.248 1.213 -0.780
O: -1.027 1.455 -0.875
C: -1.779 0.702 -0.048
C: -0.922 -0.436 0.419
O: -1.029 -1.611 -0.383
H: 2.593 0.022 0.151
H: 1.626 -1.390 -0.349
H: 1.844 -1.020 1.367
H: 0.392 0.940 1.243
H: 0.929 1.897 -1.268
H: -2.821 0.645 -0.333
H: -1.113 -0.784 1.434
H: -1.094 -1.336 -1.308

Its gap between HOMO and LUMO (alpha / beta) is 0.303 / 0.287 Ha. The relative energy (zero: lowest compared OMol25 entry of this formula, charge and spin) is 79.7 kcal/mol. For the strongest force on any atom, the calculation gives 1.0 eV/A. As for the total charge: 0. The value obtained for the LUMO energy (alpha / beta) is 0.56 / 0.46 eV.

=====

2.
Molecular formula: C23H32N6O3PRuS3
Method: DFT, wB97M-V/def2-TZVPD

Geometry (Å):
Ru: -1.217 -0.312 0.696
S: -2.820 -0.979 2.205
C: -3.427 -2.104 1.006
S: -2.714 -1.728 -0.514
C: -4.326 -3.101 1.272
C: -4.848 -3.285 2.586
N: -5.268 -3.436 3.647
C: -4.756 -3.975 0.230
N: -5.105 -4.672 -0.617
C: 5.759 2.736 2.825
C: 4.755 2.220 1.832
C: 4.586 0.845 1.651
C: 3.667 0.354 0.743
C: 2.888 1.242 0.006
C: 3.042 2.606 0.167
C: 3.976 3.087 1.078
S: 1.681 0.617 -1.139
O: 2.387 -0.135 -2.147
O: 0.888 1.750 -1.534
N: 0.762 -0.338 -0.243
C: 0.949 -1.670 0.031
C: 1.893 -2.601 -0.411
C: 1.760 -3.900 0.038
C: 0.719 -4.266 0.890
C: -0.179 -3.295 1.277
N: -0.037 -2.033 0.877
H: 6.754 2.340 2.614
H: 5.496 2.432 3.839
H: 5.815 3.823 2.802
H: 5.193 0.154 2.225
H: 3.555 -0.714 0.604
H: 2.430 3.281 -0.417
H: 4.098 4.156 1.200
H: 2.664 -2.304 -1.106
H: 2.470 -4.648 -0.292
H: 0.600 -5.283 1.232
H: -1.027 -3.501 1.918
N: -2.190 1.411 -0.078
C: -2.476 2.713 0.581
C: -2.371 2.693 2.100
C: -0.976 2.997 2.645
C: 0.164 2.194 2.047
N: -0.029 0.737 2.211
H: -1.643 1.546 -0.934
H: -3.053 1.003 -0.429
H: -3.485 3.013 0.297
H: -1.798 3.463 0.167
H: -2.741 1.734 2.466
H: -3.052 3.448 2.499
H: -0.978 2.865 3.732
H: -0.747 4.052 2.469
H: 1.104 2.504 2.512
H: 0.261 2.387 0.976
H: -0.375 0.528 3.144
H: 0.875 0.281 2.123
C: -0.445 0.228 -5.010
P: -1.461 -0.608 -3.781
C: -3.026 -0.997 -4.583
C: -0.671 -2.198 -3.489
O: -1.641 0.194 -2.536
H: -0.314 -0.383 -5.904
H: 0.526 0.435 -4.560
H: -0.916 1.173 -5.281
H: -2.876 -1.577 -5.494
H: -3.544 -0.069 -4.824
H: -3.640 -1.567 -3.885
H: -0.636 -2.794 -4.402
H: -1.249 -2.734 -2.732
H: 0.342 -2.036 -3.122

Its gap between HOMO and LUMO (alpha / beta) is 0.292 / 0.249 Ha. The relative energy (zero: lowest compared OMol25 entry of this formula, charge and spin) is 9.8 kcal/mol. For the strongest force on any atom, the calculation gives 0.9 eV/A. As for the multiplicity: 2. As for the total charge: 0. The value obtained for the LUMO energy (alpha / beta) is 0.19 / -1.00 eV.

=====

3.
Molecular formula: C27H44N3O21
Method: DFT, wB97M-V/def2-TZVPD

Geometry (Å):
C: 0.497 2.941 5.798
C: 0.876 2.814 4.312
N: 0.027 1.800 3.690
C: -0.268 1.935 2.261
N: 0.761 2.556 1.462
O: -0.399 0.590 1.905
C: -0.561 0.260 0.540
C: 0.701 -0.345 -0.048
C: 1.403 -1.315 0.904
C: 0.946 -2.743 0.585
C: 2.919 -1.217 0.627
C: -1.699 -0.782 0.419
O: -2.032 -1.066 -0.768
O: -2.147 -1.235 1.455
C: -1.634 2.629 2.071
C: -1.707 3.649 0.943
C: -1.241 5.051 1.222
O: -0.594 5.677 0.395
O: -1.572 5.648 2.400
N: -2.150 3.162 3.331
O: -3.414 3.794 3.077
H: 0.168 3.946 6.016
H: 1.321 2.695 6.443
H: -0.335 2.301 6.012
H: 1.882 2.437 4.262
H: 0.770 3.787 3.874
H: 0.467 0.892 3.742
H: 1.660 2.162 1.685
H: 0.794 3.559 1.535
H: -0.875 1.081 -0.083
H: 0.415 -0.811 -0.969
H: 1.357 0.463 -0.330
H: 1.189 -1.060 1.924
H: 0.159 -3.009 1.274
H: 0.561 -2.839 -0.414
H: 1.735 -3.463 0.705
H: 3.449 -0.768 1.451
H: 3.357 -2.179 0.426
H: 3.126 -0.596 -0.227
H: -2.293 1.815 1.786
H: -2.745 3.747 0.666
H: -1.191 3.318 0.067
H: -0.902 5.408 3.044
H: -2.380 2.381 3.921
H: -3.976 3.146 2.629
C: 0.128 6.009 -2.627
C: -0.996 6.024 -3.642
O: -0.401 5.369 -4.773
C: 0.622 4.600 -4.326
O: 1.213 3.816 -4.993
O: 0.874 4.846 -3.027
H: -0.223 5.915 -1.598
H: 0.785 6.877 -2.706
H: -1.858 5.439 -3.314
H: -1.327 7.024 -3.908
C: 1.896 -1.986 3.803
C: 3.330 -2.397 3.534
O: 3.938 -1.153 3.163
C: 3.207 -0.150 3.693
O: 3.520 0.996 3.682
O: 2.049 -0.618 4.211
H: 1.421 -2.569 4.586
H: 1.274 -2.017 2.907
H: 3.831 -2.779 4.425
H: 3.424 -3.123 2.731
C: 2.390 -7.983 -0.183
C: 1.249 -7.021 -0.443
O: 1.309 -6.160 0.696
C: 2.569 -6.198 1.189
O: 2.996 -5.476 2.025
O: 3.288 -7.187 0.593
H: 2.874 -8.331 -1.092
H: 2.081 -8.846 0.411
H: 1.399 -6.423 -1.343
H: 0.282 -7.511 -0.500
C: -0.007 0.733 -4.383
C: -1.280 1.474 -4.063
O: -2.114 1.164 -5.192
C: -1.666 0.005 -5.728
O: -2.244 -0.614 -6.564
O: -0.490 -0.360 -5.189
H: 0.506 0.366 -3.498
H: 0.682 1.333 -4.979
H: -1.765 1.105 -3.159
H: -1.128 2.546 -3.971
C: -3.717 -3.118 -4.774
C: -2.484 -3.601 -4.038
O: -3.006 -4.696 -3.266
C: -4.123 -5.151 -3.873
O: -4.693 -6.150 -3.579
O: -4.505 -4.316 -4.866
H: -3.497 -2.721 -5.760
H: -4.277 -2.373 -4.206
H: -1.717 -3.981 -4.714
H: -2.042 -2.849 -3.390

Its gap between HOMO and LUMO is 0.264 Ha. For the strongest force on any atom, the calculation gives 2.7 eV/A. As for the total charge: -1. The value obtained for the LUMO energy is 2.09 eV.

=====

4.
Molecular formula: C34H28F3LuNO6Se
Method: DFT, wB97M-V/def2-TZVPD

Geometry (Å):
Lu: -0.453 -0.926 -2.571
C: 0.520 1.181 3.905
C: 1.237 1.481 2.587
C: 2.403 2.476 2.720
O: 0.192 2.066 1.739
C: 0.362 1.558 0.374
C: 1.505 0.565 0.454
O: 1.685 0.291 1.870
C: 1.720 -0.830 -0.352
O: 1.395 -0.708 -1.671
C: 3.250 -1.028 -0.382
C: 3.896 -1.792 0.589
C: 5.279 -2.031 0.520
C: 6.037 -1.404 -0.480
C: 5.423 -0.575 -1.427
C: 4.044 -0.377 -1.352
C: 0.993 -2.017 0.263
C: 0.035 -1.959 1.280
C: -0.656 -3.116 1.656
C: -0.365 -4.319 1.017
C: 0.585 -4.397 0.037
C: 1.240 -3.241 -0.346
C: -0.994 1.459 -0.459
O: -0.767 0.797 -1.637
C: -2.200 0.838 0.244
C: -2.198 0.356 1.543
C: -3.304 -0.307 2.097
C: -4.502 -0.355 1.384
C: -4.584 0.204 0.092
C: -3.414 0.732 -0.458
C: -1.342 2.952 -0.782
C: -2.068 3.822 0.066
C: -2.291 5.196 -0.264
C: -1.842 5.682 -1.488
C: -1.211 4.816 -2.390
C: -0.990 3.481 -2.049
H: 0.030 2.046 4.297
H: 1.249 0.778 4.611
H: -0.252 0.419 3.688
H: 2.143 3.452 3.128
H: 2.846 2.598 1.721
H: 3.251 2.056 3.253
H: 0.740 2.423 -0.156
H: 2.414 1.091 0.168
H: 3.368 -2.168 1.454
H: 5.770 -2.619 1.250
H: 7.110 -1.610 -0.551
H: 6.027 -0.098 -2.207
H: 3.590 0.262 -2.116
H: -0.119 -1.014 1.829
H: -1.422 -2.975 2.427
H: -0.945 -5.205 1.239
H: 0.818 -5.331 -0.491
H: 2.076 -3.302 -1.022
H: -1.325 0.557 2.179
H: -3.267 -0.667 3.123
H: -5.395 -0.760 1.835
H: -5.531 0.225 -0.493
H: -3.440 1.104 -1.469
H: -2.386 3.431 1.037
H: -2.886 5.810 0.436
H: -2.037 6.702 -1.814
H: -0.828 5.125 -3.380
H: -0.490 2.791 -2.762
F: -3.956 -2.402 -0.971
C: -3.189 -2.369 -2.009
F: -3.241 -3.608 -2.587
F: -1.774 -2.261 -1.486
C: -3.447 -1.245 -3.027
O: -4.622 -0.977 -3.265
O: -2.372 -0.799 -3.622
Se: 1.689 -5.363 -3.263
C: 0.859 -3.863 -3.577
N: 0.326 -2.809 -3.736

Its gap between HOMO and LUMO (alpha / beta) is 0.286 / 0.286 Ha. The relative energy (zero: lowest compared OMol25 entry of this formula, charge and spin) is 29.5 kcal/mol. For the strongest force on any atom, the calculation gives 3.1 eV/A. As for the total charge: -1. The value obtained for the LUMO energy (alpha / beta) is 2.44 / 2.44 eV.